No. 1
Formula: C18H19F3NO6S
Source: OMol25
Level of theory: ωB97M-V/def2-TZVPD

Calculated values
Gap between HOMO and LUMO ... 6.9748 eV
Net charge ... -1
Maximum force ... 0.0517 Eh/bohr
Relative energy (zero: lowest compared OMol25 entry of this formula, charge and spin) ... 0.0 kJ/mol
Electronic energy ... -51738.7516 eV

```
48
Properties=species:S:1:pos:R:3:forces:R:3:mulliken_charge:R:1
F -1.32186 1.41919 3.31243 1.002 -0.063 -0.291 -0.236
C -0.25589 1.40443 2.45051 0.888 -1.005 0.662 0.780
F 0.58782 2.41508 2.81629 -0.921 -0.780 -0.076 -0.238
F 0.40498 0.23155 2.59150 -0.875 1.379 -0.011 -0.154
S -0.79981 1.80447 0.78891 0.351 1.555 0.297 -0.358
N 2.97766 -1.44396 1.23718 0.303 0.310 0.587 -0.073
C 3.27729 -2.57424 1.95531 0.139 0.734 -0.104 0.264
O 2.59537 -3.58973 2.08434 0.008 0.103 -0.350 -0.698
C 4.63201 -2.43152 2.67536 0.140 -0.064 0.116 -0.389
C 5.01317 -0.98885 2.45172 0.053 -0.017 0.025 -0.356
C 3.86483 -0.43890 1.57152 -0.064 -0.806 0.199 0.165
O 3.82827 0.75655 1.29176 -0.307 -0.309 -0.310 -0.698
H 4.52707 -2.65849 3.74119 -0.011 -0.295 -0.211 0.223
H 5.36797 -3.10182 2.21469 -0.275 -0.168 0.231 0.203
H 5.07320 -0.43594 3.39682 0.058 0.135 -0.312 0.217
H 5.96780 -0.91110 1.91880 -0.159 0.322 0.096 0.217
C 0.39290 1.71871 -4.50773 -0.121 -0.014 -0.669 -1.191
C 0.75173 0.80246 -3.37154 -0.056 0.215 0.313 -0.224
O -0.24763 1.04411 -2.34541 0.020 -0.242 -0.009 -0.164
C -0.05227 0.28724 -1.26044 2.021 -1.727 0.054 -0.469
C -1.17045 0.31822 -0.16464 0.041 -0.582 -0.843 2.965
C -2.52590 0.76114 -0.75400 -1.401 -0.522 -0.026 -0.315
O -3.61053 0.23555 -0.55223 1.798 0.902 -0.385 -0.626
O -2.34636 1.89729 -1.45846 -1.001 -0.210 0.803 -0.102
C -3.50624 2.76202 -1.52141 0.293 -0.500 -0.224 -0.335
C -3.21964 3.66937 -2.68486 -0.240 0.335 -0.047 -1.131
C -1.32640 -0.97193 0.61044 0.313 -0.694 0.507 -0.219
C -2.30847 -1.08775 1.59853 -0.285 -0.053 0.105 -0.279
C -2.55237 -2.31426 2.22542 0.251 0.226 -0.115 -0.994
C -1.78889 -3.44300 1.90022 0.036 0.248 -0.263 -0.323
C -0.74237 -3.30337 0.98909 0.024 0.079 0.298 -0.609
C -0.49044 -2.06733 0.39719 0.165 -0.139 -0.246 0.007
O 0.95871 -0.39777 -1.17468 -1.755 1.387 0.097 -0.607
H 1.20393 1.75673 -5.24270 0.006 0.058 0.192 0.395
H -0.46873 1.31477 -5.04429 -0.123 0.177 0.080 0.283
H 0.15723 2.73726 -4.17954 0.154 -0.238 0.043 0.266
H 0.66942 -0.25415 -3.65692 0.267 0.255 0.061 0.281
H 1.75134 0.99840 -2.96334 -0.316 -0.123 -0.054 0.341
H -4.40366 2.15092 -1.67783 0.224 0.202 0.110 0.328
H -3.56070 3.27924 -0.55050 -0.131 -0.059 -0.344 0.260
H -4.09781 4.28152 -2.88031 0.026 0.273 -0.004 0.429
H -2.35481 4.30297 -2.46783 -0.147 -0.040 -0.146 0.278
H -3.02819 3.09002 -3.59137 0.073 -0.027 0.168 0.256
H -2.87182 -0.19917 1.89588 -0.004 -0.423 -0.149 0.354
H -3.32861 -2.37264 2.98814 0.167 -0.004 -0.181 0.354
H -1.98596 -4.40844 2.37125 0.046 0.323 -0.086 0.372
H -0.04730 -4.11776 0.76868 -0.294 0.249 0.229 0.322
H 0.41037 -1.92713 -0.19318 -0.380 -0.363 0.183 0.230
```
Forces are in eV/Å.


No. 2
Formula: C18H19F5MgN4O4S2
Source: OMol25
Level of theory: ωB97M-V/def2-TZVPD

Calculated values
Gap between HOMO and LUMO ... 7.6026 eV
Net charge ... 0
Maximum force ... 0.0054 Eh/bohr
Relative energy (zero: lowest compared OMol25 entry of this formula, charge and spin) ... 0.0 kJ/mol
Electronic energy ... -73833.0151 eV

```
53
Properties=species:S:1:pos:R:3:forces:R:3:mulliken_charge:R:1
Mg -0.00155 -0.18057 -0.18692 0.098 -0.056 -0.252 1.642
C -2.04644 -2.14400 -1.21771 0.007 0.003 0.007 -1.087
C -2.94298 -1.07997 -0.58517 0.004 0.026 -0.017 -0.700
N -2.16605 0.07721 -0.09949 -0.062 0.064 0.113 -0.230
C -2.52867 0.53478 1.25125 0.018 0.002 -0.003 -0.696
C -2.15425 -0.46427 2.34666 0.016 0.001 0.003 -0.558
S -0.38790 -0.92209 2.34443 -0.009 -0.036 0.029 -0.168
C -0.41273 -2.71405 2.06517 -0.003 0.019 0.013 -0.638
C -1.18065 -3.16345 0.83001 -0.006 -0.018 -0.021 -0.977
N -0.86765 -2.38150 -0.37007 -0.077 0.040 0.071 -0.071
H -2.63174 -3.05777 -1.37396 -0.005 0.004 -0.011 0.466
H -1.69094 -1.79044 -2.18203 0.006 0.001 -0.005 0.393
H -3.68745 -0.76477 -1.31842 -0.010 -0.008 0.003 0.436
H -3.50057 -1.49921 0.25399 0.000 -0.006 -0.001 0.377
H -2.27192 0.85502 -0.74222 -0.009 0.013 -0.014 0.229
H -1.99470 1.47091 1.42746 -0.016 -0.003 0.004 0.175
H -3.60226 0.74148 1.33363 -0.005 -0.006 0.004 0.363
H -2.37836 -0.01805 3.31426 0.000 0.005 -0.001 0.574
H -2.74003 -1.38001 2.27786 -0.001 -0.003 0.002 0.332
H 0.64673 -2.96447 1.97307 0.000 0.000 -0.003 0.349
H -0.79139 -3.22755 2.94948 -0.002 -0.004 -0.002 0.498
H -0.99642 -4.23125 0.67354 0.002 0.000 0.001 0.438
H -2.24985 -3.07438 1.02436 0.003 -0.004 0.008 0.330
H -0.14589 -2.83994 -0.91321 -0.017 -0.011 -0.018 0.327
C 3.43255 -1.10449 1.57290 -0.006 0.007 0.000 -1.014
C 3.16159 -1.14160 0.11159 0.016 0.001 0.021 -0.047
N 1.99723 -0.92054 -0.46583 0.075 -0.015 -0.018 0.042
C 2.20989 -0.97520 -1.82793 0.001 -0.023 0.018 0.005
C 3.52062 -1.26716 -2.06678 0.020 0.058 -0.012 0.002
N 4.10102 -1.36503 -0.82792 -0.022 0.000 0.005 -0.005
C 4.36526 -1.48203 -3.27255 -0.027 -0.158 0.050 0.510
O 3.76852 -1.40649 -4.43569 -0.134 0.020 -0.012 -0.549
O 5.53704 -1.74438 -3.12068 0.003 0.066 -0.013 -0.636
C 1.08932 -0.65433 -2.76895 0.016 0.017 -0.072 0.880
O 1.28850 -0.76955 -3.98530 0.043 -0.078 0.023 -0.904
O 0.01324 -0.28698 -2.20764 0.075 -0.009 0.077 -0.761
H 2.50312 -0.92543 2.10908 0.000 0.003 -0.004 0.020
H 4.11054 -0.28448 1.81190 0.009 -0.007 -0.001 0.364
H 3.87997 -2.03621 1.92084 0.001 0.000 0.003 0.387
H 5.08519 -1.55044 -0.70271 0.004 -0.007 -0.007 0.238
H 2.78028 -1.19160 -4.33376 0.090 0.093 0.007 0.447
F -2.46424 6.68297 0.59190 -0.002 0.003 -0.003 -0.305
C -1.68019 5.60283 0.59971 -0.003 0.002 0.004 0.721
C -1.82177 4.62477 -0.36599 0.012 0.006 0.021 -0.018
F -2.75049 4.75459 -1.31861 -0.002 0.007 -0.004 -0.310
C -1.00186 3.51198 -0.33741 -0.006 -0.008 -0.058 -0.063
F -1.18536 2.59817 -1.31408 -0.006 -0.022 0.035 -0.455
C -0.02450 3.30315 0.63175 -0.019 -0.093 -0.003 0.302
S 1.02295 1.90214 0.67142 -0.068 0.098 0.001 -0.540
C 0.08529 4.31445 1.58722 0.004 0.022 0.034 0.355
F 0.98955 4.21290 2.56535 0.001 -0.005 0.000 -0.331
C -0.71616 5.44131 1.57949 -0.009 -0.010 -0.010 0.159
F -0.57341 6.37500 2.52275 0.001 0.013 0.006 -0.295
```
Forces are in eV/Å.


No. 3
Formula: C18H19FN2O
Source: OMol25
Level of theory: ωB97M-V/def2-TZVPD

Calculated values
SMILES ... CC1(C)CN(c2ccccc2)N(Cc2ccc(F)cc2)C1=O
Gap between HOMO and LUMO ... 8.9285 eV
Net charge ... 0
Maximum force ... 0.0102 Eh/bohr
Relative energy (zero: lowest compared OMol25 entry of this formula, charge and spin) ... 72.9 kJ/mol
Electronic energy ... -26719.5966 eV

```
41
Properties=species:S:1:pos:R:3:forces:R:3:mulliken_charge:R:1
C 1.58728 -2.61909 0.62703 0.007 0.187 -0.024 -1.614
C 2.24634 -1.67242 -0.37852 0.106 -0.120 -0.076 2.120
C 3.67451 -2.11296 -0.67646 -0.196 0.169 0.095 -1.887
C 1.39237 -1.48632 -1.64484 0.465 -0.115 -0.062 -1.279
N 0.52166 -0.34372 -1.35971 0.206 0.244 -0.161 -0.141
C -0.81949 -0.64710 -1.02972 -0.456 0.008 0.211 -0.076
C -1.36934 -0.42251 0.22768 0.202 -0.096 -0.012 0.269
C -2.71020 -0.67527 0.45363 -0.084 -0.079 -0.020 -1.113
C -3.51261 -1.16688 -0.56055 -0.135 -0.002 0.058 -0.582
C -2.96344 -1.41097 -1.80937 -0.024 -0.072 -0.009 -0.614
C -1.62868 -1.14976 -2.04711 0.108 0.015 0.074 -0.377
N 1.23080 0.41789 -0.40663 -0.434 0.104 -0.256 0.652
C 1.09534 1.85963 -0.41812 0.051 0.129 0.103 -1.510
C 0.01075 2.34575 0.50694 0.043 0.194 -0.068 0.159
C 0.23100 2.33223 1.88031 -0.066 0.057 -0.166 -0.020
C -0.76547 2.72001 2.75653 -0.197 0.028 0.063 -0.729
C -1.98308 3.12337 2.23805 0.047 -0.052 -0.130 0.439
F -2.96379 3.49944 3.08649 0.069 -0.019 -0.052 -0.341
C -2.22710 3.15161 0.87762 -0.111 0.057 0.227 -0.735
C -1.22028 2.75755 0.01476 0.221 0.055 0.147 -0.127
C 2.24271 -0.24684 0.19052 -0.052 -0.482 -0.197 0.086
O 3.00389 0.22962 1.00236 0.292 0.102 0.226 -0.678
H 1.61336 -3.64090 0.25292 -0.006 -0.086 -0.038 0.412
H 0.54982 -2.34079 0.80308 -0.083 -0.034 0.045 0.321
H 2.12137 -2.58069 1.57369 0.038 -0.029 0.108 0.389
H 4.14061 -1.44906 -1.40159 0.081 0.036 -0.072 0.447
H 4.26082 -2.08035 0.23847 0.083 -0.028 0.057 0.369
H 3.68539 -3.12715 -1.06967 0.008 -0.105 -0.046 0.414
H 0.79929 -2.36627 -1.88957 -0.017 0.053 -0.008 0.391
H 2.02769 -1.23057 -2.50008 -0.003 -0.098 0.071 0.352
H -0.74991 -0.05981 1.03358 0.023 0.056 0.004 0.712
H -3.12420 -0.49309 1.43426 -0.040 0.023 0.087 0.437
H -4.55840 -1.36298 -0.37954 -0.097 -0.010 0.012 0.402
H -3.58117 -1.80025 -2.60522 -0.046 -0.027 -0.070 0.391
H -1.19972 -1.32624 -3.02215 0.036 0.036 -0.132 0.469
H 0.89138 2.16845 -1.44701 0.075 -0.054 0.075 0.412
H 2.06267 2.25753 -0.09463 -0.097 -0.034 -0.091 0.483
H 1.18775 2.00282 2.25787 0.130 -0.043 0.054 0.458
H -0.61188 2.71231 3.82401 -0.009 0.017 0.114 0.451
H -3.18957 3.47082 0.51088 -0.116 0.035 -0.007 0.437
H -1.39847 2.76295 -1.05021 -0.022 -0.019 -0.132 0.351
```
Forces are in eV/Å.


No. 4
Formula: C18H19FeN6O2
Source: OMol25
Level of theory: ωB97M-V/def2-TZVPD

Calculated values
Spin multiplicity ... 5
Gap between HOMO and LUMO (alpha / beta) ... 8.0290 / 7.7740 eV
Net charge ... +1
Maximum force ... 0.0085 Eh/bohr
Relative energy (zero: lowest compared OMol25 entry of this formula, charge and spin) ... 0.0 kJ/mol
Electronic energy ... -66393.8943 eV

```
46
Properties=species:S:1:pos:R:3:forces:R:3:mulliken_charge:R:1
Fe -1.21594 1.48949 -0.61621 -0.045 -0.187 0.277 0.386
C -0.87485 0.68257 3.72325 0.009 0.001 0.001 -1.571
C -1.26626 1.05920 2.33551 -0.174 0.034 0.012 0.573
N -0.56058 0.89743 1.29124 0.382 -0.028 0.150 0.514
N 0.70641 0.35954 1.31413 -0.305 0.099 -0.040 -0.912
C 1.31577 0.77832 0.21460 0.150 -0.116 -0.245 0.410
O 0.79213 1.56463 -0.65141 0.250 0.089 -0.075 -0.963
C 2.67568 0.23877 -0.06178 -0.044 0.051 0.091 0.647
C 3.28725 0.53163 -1.27625 0.016 -0.012 -0.034 -0.498
C 4.53599 0.00322 -1.57253 -0.024 0.002 0.015 -0.722
C 5.17897 -0.81516 -0.65467 -0.004 -0.008 -0.003 -0.383
C 4.57535 -1.10213 0.56436 -0.002 0.002 -0.007 -0.760
C 3.32879 -0.57661 0.86182 0.010 0.003 0.016 -0.107
C -2.55157 1.75267 2.03747 0.077 -0.033 0.078 0.865
C -3.47424 2.06441 3.01848 -0.047 0.000 0.044 -0.611
C -4.61762 2.77144 2.67408 -0.012 -0.008 0.045 -0.400
C -4.80992 3.14568 1.35739 -0.015 -0.007 -0.018 -0.732
C -3.84697 2.79097 0.42823 0.002 -0.085 0.043 0.132
N -2.74435 2.11343 0.75307 -0.228 0.209 -0.211 -0.291
H 0.08593 0.17734 3.70407 0.007 0.001 0.002 0.333
H -1.62039 0.02519 4.17417 -0.001 0.001 -0.014 0.392
H -0.79198 1.57142 4.35198 -0.009 0.001 -0.004 0.359
H 2.77777 1.18151 -1.97454 0.005 0.006 0.001 0.452
H 5.01288 0.23947 -2.51471 -0.005 0.000 0.001 0.428
H 6.15586 -1.22137 -0.88255 -0.002 0.005 0.002 0.413
H 5.08548 -1.72497 1.28758 -0.003 0.001 -0.004 0.416
H 2.85912 -0.77750 1.81564 0.007 0.003 0.000 0.461
H -3.29794 1.76266 4.04091 0.001 0.009 -0.005 0.384
H -5.34703 3.02748 3.43089 0.004 0.000 -0.004 0.432
H -5.68299 3.70032 1.04634 0.002 -0.004 -0.002 0.405
H -3.96570 3.05218 -0.61594 0.030 0.011 -0.005 0.445
C 0.61367 -3.46751 -3.01320 0.031 0.029 -0.001 -1.066
N -0.11172 -2.30979 -2.52652 -0.131 0.021 -0.013 0.086
C -0.82573 -1.35809 -3.37450 0.045 -0.057 0.045 -0.444
C -1.27011 -0.36483 -2.32986 -0.222 0.313 -0.207 0.840
O -1.83266 0.74384 -2.49226 0.154 -0.150 -0.041 -0.782
N -0.90146 -0.75309 -1.11816 0.134 -0.206 0.296 -0.449
C -0.14364 -1.86085 -1.26568 -0.037 0.038 -0.307 0.383
N 0.49243 -2.40913 -0.24544 -0.009 -0.018 0.067 -0.315
H 0.14002 -3.82161 -3.92560 -0.001 0.004 -0.003 0.344
H 0.56239 -4.27502 -2.28369 -0.008 0.001 0.000 0.407
H 1.65760 -3.23028 -3.22519 0.007 0.005 0.000 0.333
H -1.66629 -1.80850 -3.90404 -0.009 -0.024 0.020 0.348
H -0.16330 -0.87881 -4.09758 0.007 -0.010 -0.009 0.355
H 0.57205 -1.83404 0.58836 -0.027 0.004 0.040 0.232
H 1.17166 -3.13553 -0.39126 0.037 0.010 0.006 0.233
```
Forces are in eV/Å.